a:
Here is C2H3NO2 in the gas phase from the Open Molecules 2025 dataset. Energies are from ωB97M-V with the def2-TZVPD basis set.

Geometry as ORCA input:
```
! RIJCOSX wB97M-V def2-TZVPD def2/J DEFGRID3
* xyz 0 1
O 1.17274 -1.51722 0.43503
C 0.27949 -1.19620 -0.32951
N -0.22071 0.11273 -0.39267
C -0.02112 1.10554 0.55797
O 0.75512 1.09866 1.46127
H -0.34556 -1.93662 -0.94466
H -0.89385 0.37455 -1.05754
H -0.72611 1.95856 0.27012
*
```

Values from the calculation:
- E_LUMO: 0.54 eV
- Gap between HOMO and LUMO: 10.6 eV

Here are the Löwdin charges for atoms 1 to 4, given in e: number 1, O, carries 0.061; number 2, C, carries -0.283; number 3, N, carries 0.072; number 4, C, carries -0.333

b:
Here is C2H3NO2 in the gas phase from the Open Molecules 2025 dataset. Energies are from ωB97M-V with the def2-TZVPD basis set.

Geometry as ORCA input:
```
! RIJCOSX wB97M-V def2-TZVPD def2/J DEFGRID3
* xyz 0 1
H 1.23276 2.22294 0.81032
N 0.33348 1.76452 0.97620
C 0.26366 0.71550 0.29080
O -0.91259 -0.06934 0.36858
C -0.82996 -1.23298 -0.35968
O 0.18184 -1.52975 -0.96470
H 1.00865 0.30296 -0.38868
H -1.27784 -2.17385 -0.73284
*
```

Values from the calculation:
- E_LUMO: 0.95 eV
- Gap between HOMO and LUMO: 11.3 eV

Here are the Löwdin charges for atoms 1 to 4, given in e: number 1, H, carries 0.063; number 2, N, carries 0.130; number 3, C, carries -0.241; number 4, O, carries 0.021

Energy relative to the most stable one, in kcal/mol: a 0.0; b 46.4

a:
Here is 2 unconnected molecules or ions with the total composition C2H3NO2 from the Open Molecules 2025 dataset. Energies are from ωB97M-V with the def2-TZVPD basis set.

Geometry as ORCA input:
```
! RIJCOSX wB97M-V def2-TZVPD def2/J DEFGRID3
* xyz 0 1
O -2.68173 0.68382 -0.33352
C -1.71212 0.55726 -0.90803
N 0.04156 0.06597 0.93753
C 1.04134 -0.32841 0.26315
O 1.06864 -0.24978 -1.06936
H 0.19460 0.09621 -1.34164
H 0.15087 -0.06133 1.93735
H 1.96864 -0.76701 0.64390
*
```

Values from the calculation:
- E_LUMO: 1.01 eV
- Gap between HOMO and LUMO: 11.5 eV

Here are the Löwdin charges for atoms 1 to 4, given in e: number 1, O, carries 0.066; number 2, C, carries 0.025; number 3, N, carries 0.067; number 4, C, carries -0.358

b:
Here is C2H3NO2 in the gas phase from the Open Molecules 2025 dataset. Energies are from ωB97M-V with the def2-TZVPD basis set.

Geometry as ORCA input:
```
! RIJCOSX wB97M-V def2-TZVPD def2/J DEFGRID3
* xyz 0 1
H 0.88863 1.04997 -0.99984
N -0.07652 1.39643 -0.94279
C -0.78024 0.70898 -0.15658
O -0.73437 -0.78245 0.07594
C 0.49378 -1.07673 0.45802
O 1.40247 -0.24376 0.44786
H -1.76952 1.01627 0.19333
H 0.57577 -2.06872 0.92406
*
```

Values from the calculation:
- E_LUMO: 0.58 eV
- Gap between HOMO and LUMO: 11.0 eV

Here are the Löwdin charges for atoms 1 to 4, given in e: number 1, H, carries 0.068; number 2, N, carries 0.145; number 3, C, carries -0.170; number 4, O, carries 0.013

c:
Here is C2H3NO2 in the gas phase from the Open Molecules 2025 dataset. Energies are from ωB97M-V with the def2-TZVPD basis set.

Geometry as ORCA input:
```
! RIJCOSX wB97M-V def2-TZVPD def2/J DEFGRID3
* xyz 0 1
O 2.27290 -0.51560 -0.12477
C 1.20893 0.13511 -0.05868
N -0.09581 -0.37261 0.16825
C -1.23497 0.16685 0.03682
O -2.22109 -0.52424 -0.24255
H 1.51211 1.18379 -0.49501
H -0.12050 -1.45542 0.39960
H -1.32158 1.38211 0.31635
*
```

Values from the calculation:
- E_LUMO: 0.37 eV
- Gap between HOMO and LUMO: 10.9 eV

Here are the Löwdin charges for atoms 1 to 4, given in e: number 1, O, carries -0.003; number 2, C, carries -0.255; number 3, N, carries 0.061; number 4, C, carries -0.416

Energy relative to the most stable one, in kcal/mol: a 0.0; b 18.1; c 19.9

a:
Here is C2H3NO2 in the gas phase from the Open Molecules 2025 dataset. Energies are from ωB97M-V with the def2-TZVPD basis set.

Geometry as ORCA input:
```
! RIJCOSX wB97M-V def2-TZVPD def2/J DEFGRID3
* xyz 0 1
C 0.85640 -0.36994 0.38904
C 0.30355 0.49586 -0.73218
N -1.18672 -0.06993 0.77868
O 1.10680 0.96334 0.35808
O -1.00644 0.47368 -0.57338
H 1.24902 -1.19572 0.91081
H 0.45911 0.65113 -1.78331
H -1.78172 -0.94844 0.65226
*
```

Values from the calculation:
- E_LUMO (alpha / beta): 0.53 / 0.53 eV
- Gap between HOMO and LUMO (alpha / beta): 9.4 / 9.4 eV

Here are the Löwdin charges for atoms 1 to 4, given in e: number 1, C, carries 0.042; number 2, C, carries -0.332; number 3, N, carries 0.050; number 4, O, carries 0.062

b:
Here is 2 unconnected molecules or ions with the total composition C2H3NO2 from the Open Molecules 2025 dataset. Energies are from ωB97M-V with the def2-TZVPD basis set.

Geometry as ORCA input:
```
! RIJCOSX wB97M-V def2-TZVPD def2/J DEFGRID3
* xyz 0 1
C -3.23271 1.55257 -0.43622
C 1.26602 -0.10974 0.48756
N 0.16329 0.42567 0.40657
O -2.67905 0.58797 -0.36497
O 1.74106 -1.22530 -0.05808
H 2.15042 0.43537 0.86841
H -0.57030 -0.01575 -0.09962
H 1.16126 -1.65078 -0.80365
*
```

Values from the calculation:
- E_LUMO: 0.61 eV
- Gap between HOMO and LUMO: 11.0 eV

Here are the Löwdin charges for atoms 1 to 4, given in e: number 1, C, carries 0.000; number 2, C, carries -0.423; number 3, N, carries 0.115; number 4, O, carries 0.011

Energy relative to the most stable one, in kcal/mol: a 124.7; b 0.0

a:
Here is 2 unconnected molecules or ions with the total composition C5H12NO2 from the Open Molecules 2025 dataset. Energies are from ωB97M-V with the def2-TZVPD basis set.

Geometry as ORCA input:
```
! RIJCOSX wB97M-V def2-TZVPD def2/J DEFGRID3
* xyz 1 1
O 2.92876 0.83883 -1.87020
C 2.05550 0.10969 -1.52548
C 0.72655 0.52996 -0.91129
C 0.21191 -0.50118 0.04961
C -1.14927 -0.14808 0.66396
C -1.66942 1.06256 0.76800
N -0.28295 0.63269 -2.05701
H 2.16829 -0.99130 -1.65629
H 0.68491 1.49910 -0.44179
H 0.89074 -0.63172 0.90410
H 0.11850 -1.51000 -0.35152
H -1.61504 -1.02367 1.01953
H -1.34613 2.03644 0.42764
H -2.63441 1.15211 1.24000
H -1.18518 0.26852 -1.73056
H 0.02940 0.10737 -2.87282
H -0.48124 1.58884 -2.32110
H -0.37619 -2.08453 3.90962
H 0.80897 -1.21205 3.59806
O 0.11630 -1.72359 3.15755
*
```

Values from the calculation:
- E_LUMO: -3.95 eV
- Gap between HOMO and LUMO: 10.2 eV

Here are the Löwdin charges for atoms 1 to 4, given in e: number 1, O, carries 0.142; number 2, C, carries -0.213; number 3, C, carries -0.237; number 4, C, carries -0.163

b:
Here is a gas-phase ion, C5H12NO2 (charge +1) from the Open Molecules 2025 dataset. Energies are from ωB97M-V with the def2-TZVPD basis set.

Geometry as ORCA input:
```
! RIJCOSX wB97M-V def2-TZVPD def2/J DEFGRID3
* xyz 1 1
C -1.27968 1.58813 -0.05087
C -0.59471 0.60144 0.84014
N 0.15286 1.35869 1.98622
C 0.30498 -0.54116 0.32549
C -0.14761 -1.19852 -1.00689
C 1.12677 -1.88748 -1.47069
O 1.73708 -2.64243 -0.77792
O 1.63323 -1.45728 -2.66868
H -1.48083 1.30664 -1.10713
H -0.78320 2.54363 -0.18780
H -2.26286 1.89563 0.23341
H -1.39205 -0.00834 1.41872
H -0.58616 1.34151 2.74300
H 0.81235 0.77398 2.51393
H 0.59144 2.24147 1.74597
H 0.57571 -1.30592 1.05313
H 1.34050 -0.18999 0.17178
H -1.00237 -1.85720 -0.79410
H -0.53094 -0.40599 -1.65035
H 1.78548 -2.15684 -3.31736
*
```

Values from the calculation:
- E_LUMO: -3.80 eV
- Gap between HOMO and LUMO: 10.0 eV

Here are the Löwdin charges for atoms 1 to 4, given in e: number 1, C, carries -0.041; number 2, C, carries -0.297; number 3, N, carries 0.213; number 4, C, carries -0.164

Energy relative to the most stable one, in kcal/mol: a 16.0; b 0.0

a:
Here is a molecular structure, C5H10N2 from the Open Molecules 2025 dataset. Energies are from ωB97M-V with the def2-TZVPD basis set.

Geometry as ORCA input:
```
! RIJCOSX wB97M-V def2-TZVPD def2/J DEFGRID3
* xyz 0 1
C -1.53476 -0.02896 0.90542
C 1.81001 -1.25737 -0.51621
C 1.02711 0.00818 -0.28156
N -1.46241 1.26952 1.31240
C -0.95312 -0.48541 -0.25345
C -0.34637 0.32223 -1.32648
N 1.56946 0.97892 0.35780
H -1.96896 -0.72437 1.61569
H -0.95497 1.41176 2.18169
H -2.34588 1.77534 1.30551
H 0.94433 1.78676 0.43765
H -1.07669 -1.54369 -0.46343
H 1.51199 -1.73404 -1.45176
H 2.87627 -1.02759 -0.55234
H 1.63451 -1.95179 0.31005
H -0.50279 1.39767 -1.30693
H -0.22771 -0.19717 -2.27405
*
```

Values from the calculation:
- E_LUMO: 0.99 eV
- Gap between HOMO and LUMO: 8.8 eV

Here are the Löwdin charges for atoms 1 to 4, given in e: number 1, C, carries -0.255; number 2, C, carries -0.060; number 3, C, carries -0.397; number 4, N, carries 0.002

b:
Here is C5H10N2 in the gas phase from the Open Molecules 2025 dataset. Energies are from ωB97M-V with the def2-TZVPD basis set.

Geometry as ORCA input:
```
! RIJCOSX wB97M-V def2-TZVPD def2/J DEFGRID3
* xyz 0 1
C 2.50602 -0.12383 0.14435
N 1.20501 0.08319 -0.36245
C 0.03638 -0.70495 -0.49163
C -1.19753 -1.15906 0.26413
N -1.89425 0.08670 0.19345
C -0.87546 1.27874 -0.09149
C 0.19146 0.62314 0.34214
H 3.36818 0.60631 -0.00600
H 3.03107 -0.95004 -0.52312
H 2.65428 -0.20847 1.45321
H -0.41737 -0.67307 -1.56670
H -2.09667 -1.75393 -0.50297
H -1.15757 -2.03096 1.15565
H -2.79685 0.41707 -0.53830
H -1.29582 2.06765 0.52812
H -0.68550 1.49758 -1.16295
H 0.25570 0.35430 1.34110
*
```

Values from the calculation:
- E_LUMO: 0.96 eV
- Gap between HOMO and LUMO: 9.1 eV

Here are the Löwdin charges for atoms 1 to 4, given in e: number 1, C, carries -0.124; number 2, N, carries -0.114; number 3, C, carries -0.186; number 4, C, carries -0.284

c:
Here is 2 unconnected molecules or ions with the total composition C5H10N2 from the Open Molecules 2025 dataset. Energies are from ωB97M-V with the def2-TZVPD basis set.

Geometry as ORCA input:
```
! RIJCOSX wB97M-V def2-TZVPD def2/J DEFGRID3
* xyz 0 1
C 0.51065 1.41735 -0.75181
C 0.52434 -1.16995 -1.07516
C -0.93707 -1.46178 -1.05620
C 0.35045 1.11063 0.60510
C -0.27781 1.76032 1.60523
N 0.91651 -0.23986 0.78018
N 0.56692 -0.98139 1.70375
H -0.03764 -0.49001 2.38727
H -0.16513 2.10399 -1.24527
H 1.45245 1.20690 -1.23434
H 0.92205 -0.73186 -1.97807
H 1.16393 -1.93957 -0.66567
H -0.59644 2.78418 1.48169
H -0.43979 1.31682 2.58003
H -1.51499 -0.71315 -1.59569
H -1.31690 -1.52758 -0.03188
H -1.12155 -2.44503 -1.50916
*
```

Values from the calculation:
- E_LUMO (alpha / beta): -0.05 / -0.32 eV
- Gap between HOMO and LUMO (alpha / beta): 7.8 / 6.7 eV

Here are the Löwdin charges for atoms 1 to 4, given in e: number 1, C, carries 0.053; number 2, C, carries -0.068; number 3, C, carries -0.153; number 4, C, carries -0.440

d:
Here is 2 unconnected molecules or ions with the total composition C5H10N2 from the Open Molecules 2025 dataset. Energies are from ωB97M-V with the def2-TZVPD basis set.

Geometry as ORCA input:
```
! RIJCOSX wB97M-V def2-TZVPD def2/J DEFGRID3
* xyz 0 1
C -0.30077 -0.83350 -1.20921
C 0.85330 0.76245 0.54187
C 2.13577 0.00024 0.61730
N 0.32406 0.36672 -1.49986
N -0.85907 -0.75728 0.26631
C -2.02097 -0.09688 0.44909
C -2.97598 0.62897 0.55276
H -0.38396 1.06880 -1.70756
H -0.82935 -1.64158 0.77194
H -1.15665 -1.10540 -1.84473
H 0.41946 -1.65460 -1.13713
H 0.30958 0.82612 1.48071
H 0.91109 1.75576 0.12430
H 1.97938 -1.04734 0.88365
H 2.66481 0.04288 -0.33199
H 2.76113 0.44173 1.40462
H -3.83183 1.24290 0.63793
*
```

Values from the calculation:
- E_LUMO (alpha / beta): 0.58 / 0.58 eV
- Gap between HOMO and LUMO (alpha / beta): 8.9 / 8.9 eV

Here are the Löwdin charges for atoms 1 to 4, given in e: number 1, C, carries -0.316; number 2, C, carries -0.055; number 3, C, carries -0.145; number 4, N, carries -0.003

Energy relative to the most stable one, in kcal/mol: a 0.0; b 149.3; c 77.5; d 72.3

a:
Here is C5H10N2 in the gas phase from the Open Molecules 2025 dataset. Energies are from ωB97M-V with the def2-TZVPD basis set.

Geometry as ORCA input:
```
! RIJCOSX wB97M-V def2-TZVPD def2/J DEFGRID3
* xyz 0 1
N -1.40027 -1.39136 -0.33521
C -0.34925 -0.88608 -1.18386
C 1.09708 -1.03577 -0.83187
C 0.47124 0.34980 -0.94862
C 0.41874 1.27953 0.24215
C -0.80544 1.58478 1.02662
N 0.28596 0.80535 1.61519
H -1.18672 -2.37044 -0.16523
H -1.39816 -0.94156 0.57250
H -0.56739 -1.04073 -2.23896
H 1.29544 -1.35200 0.19233
H 1.76947 -1.48664 -1.55599
H 0.65852 0.91531 -1.86071
H 1.14099 2.09160 0.15580
H -0.93458 2.56929 1.47247
H -1.73715 1.09188 0.75534
H 0.06584 -0.18667 1.62746
*
```

Values from the calculation:
- E_LUMO: 1.12 eV
- Gap between HOMO and LUMO: 10.2 eV

Here are the Löwdin charges for atoms 1 to 4, given in e: number 1, N, carries 0.047; number 2, C, carries -0.348; number 3, C, carries -0.073; number 4, C, carries -0.189

b:
Here is C5H10N2 in the gas phase from the Open Molecules 2025 dataset. Energies are from ωB97M-V with the def2-TZVPD basis set.

Geometry as ORCA input:
```
! RIJCOSX wB97M-V def2-TZVPD def2/J DEFGRID3
* xyz 0 1
C -2.91904 -0.42671 -0.15952
C -1.51142 -0.19452 0.27662
N -0.91685 0.92494 -0.03898
C 0.43462 0.79062 -0.07407
N 1.16217 1.94333 0.15435
C 0.94631 -0.47817 -0.25251
C 2.37573 -0.86843 -0.02438
H -3.09711 -1.48333 -0.35881
H -3.60617 -0.10092 0.62540
H -3.14429 0.14762 -1.05639
H -1.17403 -0.81638 1.10926
H 0.61406 2.75596 0.39706
H 2.16617 1.90247 0.20638
H 0.39993 -1.15905 -0.89053
H 2.90750 -0.14519 0.59231
H 2.44061 -1.84312 0.46370
H 2.92181 -0.94913 -0.96990
*
```

Values from the calculation:
- E_LUMO (alpha / beta): 0.90 / 0.90 eV
- Gap between HOMO and LUMO (alpha / beta): 8.3 / 8.3 eV

Here are the Löwdin charges for atoms 1 to 4, given in e: number 1, C, carries -0.074; number 2, C, carries -0.204; number 3, N, carries 0.076; number 4, C, carries -0.451

c:
Here is C5H10N2 in the gas phase from the Open Molecules 2025 dataset. Energies are from ωB97M-V with the def2-TZVPD basis set.

Geometry as ORCA input:
```
! RIJCOSX wB97M-V def2-TZVPD def2/J DEFGRID3
* xyz 0 1
H -0.31410 -2.10933 1.63291
N -0.57510 -1.13111 1.43316
C 0.18546 -0.68464 0.50236
C 1.18620 -1.49715 -0.25171
N 0.95375 -2.75206 -0.46101
H 1.77105 -3.18720 -0.90163
C -0.05658 0.66086 -0.26986
C -1.49091 0.69732 -0.78072
C 0.23503 1.80836 0.68704
H 2.12233 -0.98189 -0.51512
H 0.61709 0.74465 -1.12960
H -2.21224 0.66038 0.04285
H -1.67767 1.61515 -1.34756
H -1.68834 -0.16021 -1.43297
H 0.08645 2.77314 0.19057
H 1.27316 1.77041 1.03420
H -0.41558 1.77330 1.56707
*
```

Values from the calculation:
- E_LUMO: 0.42 eV
- Gap between HOMO and LUMO: 10.3 eV

Here are the Löwdin charges for atoms 1 to 4, given in e: number 1, H, carries 0.059; number 2, N, carries 0.172; number 3, C, carries -0.343; number 4, C, carries -0.189

Energy relative to the most stable one, in kcal/mol: a 28.9; b 13.5; c 0.0